8
Properties=species:S:1:pos:R:3 method="wB97M-V/def2-TZVPD" multiplicity=1 mol_weight_da=69.11 e_above_lowest_kcal_mol=8.2 fmax_ev_per_a=2.03 homo_lumo_gap_ev=7.79 total_charge=-1
S 0.14729 0.19620 0.09311
H -0.88325 0.94646 0.56689
H 1.11492 0.67731 -1.60421
H 2.46879 0.98027 -1.26468
O 1.98340 0.88036 -2.08959
H -1.43557 -1.17987 1.18527
H -2.48207 -0.50587 1.73905
O -2.12165 -1.40550 1.87470